C5H15NO2 | wB97M-V/def2-TZVPD

Output
- expectation value of S² = 0.751
- Kohn-Sham gap (alpha / beta) (eV) = 2.512 / 8.406
- multiplicity = 2
- E_tot (eV) = -11010.154
- net charge = -1

Cartesian coordinates (Å):
C1 1.23221 -0.48898 -2.08963
C2 1.61168 0.85265 -1.46230
C3 1.63805 0.79316 0.04022
C4 0.70162 0.22902 0.78600
N1 0.68055 0.32255 2.20564
C5 0.27185 -0.89397 2.98611
H1 0.16551 -0.76614 -1.95862
H2 1.38374 -0.55563 -3.21616
H3 1.83148 -1.45710 -1.74267
H4 0.70078 1.56846 -1.66931
H5 2.66601 1.01487 -1.83098
H6 2.53316 1.21659 0.49294
H7 -0.19669 -0.14612 0.32608
H8 1.45001 0.78213 2.64259
H9 1.09359 -1.54875 3.33012
H10 -0.53571 -1.38535 2.34710
H11 -0.12857 -0.50496 3.97462
H12 -1.85907 1.06025 0.75617
H13 -3.44756 1.25510 0.54077
O1 -2.47910 1.63244 0.31669
H14 -3.79699 -0.67270 -2.55035
H15 -2.33527 -1.03766 -2.24582
O2 -3.18128 -1.26985 -1.97919

Cartesian forces (eV/Å) of the 3 atoms listed first:
C 0.269 -2.862 -1.158
C -1.009 -0.337 -0.094
C 0.911 -0.262 -0.275


C26H33N3O3 | wB97M-V/def2-TZVPD

Output
- Kohn-Sham gap (eV) = 7.966
- E_tot (eV) = -38089.830

Cartesian coordinates (Å):
C1 4.22902 2.39747 -2.87857
H1 5.04528 2.57245 -2.16043
H2 4.13414 3.40357 -3.54088
H3 4.65047 1.60394 -3.65325
O1 2.96095 1.79230 -2.58840
C2 2.93398 0.76649 -1.60594
O2 3.96079 0.17288 -1.28908
C3 1.65375 0.50839 -1.27856
C4 1.38014 -0.58885 -0.48473
N1 0.21126 -0.94150 0.05522
C5 -1.00733 -0.01826 -0.38778
N2 -2.19170 -0.48259 -0.05967
C6 -3.29779 -0.16234 -0.50951
H4 -3.32660 0.26487 -1.44890
C7 -3.61906 1.32921 0.19371
H5 -3.73568 1.12057 1.52075
C8 -4.85871 1.85714 -0.09914
H6 -4.91018 2.09244 -1.15550
H7 -4.84852 3.12379 0.23370
C9 -6.18702 1.29141 0.34590
O3 -7.38121 1.90649 -0.25320
H8 -7.46940 2.87689 0.40651
H9 -6.16855 1.17130 1.36869
H10 -6.25324 0.33393 -0.11446
H11 -2.77644 2.20261 -0.08656
H12 -4.01691 -0.68088 -0.15600
N3 -0.70411 0.52017 -1.38516
H13 -1.48734 1.39540 -1.70130
C10 0.45972 1.37103 -1.42288
H14 0.67132 1.62676 -2.52705
C11 0.55507 2.85127 -0.80378
H15 -0.30273 3.33315 -1.26984
H16 1.50865 3.29309 -0.95614
C12 0.33911 2.47379 0.73775
C13 1.46487 1.86409 1.48527
C14 2.85833 2.52409 1.32222
C15 3.87377 1.70940 1.79591
C16 3.57217 0.71533 3.14335
C17 2.24380 0.35992 3.11737
C18 1.11769 1.05717 2.50174
H17 0.29074 0.55033 2.74628
H18 1.89849 -0.38643 4.06014
H19 4.28092 0.16950 3.44045
H20 4.81818 1.86814 1.82011
H21 2.93928 3.17917 0.51952
H22 0.39502 3.54417 1.16149
H23 -0.47773 1.94265 1.01119
C19 0.05718 -2.14977 1.00706
C20 -0.01277 -3.26344 0.19953
C21 0.31856 -4.39336 1.04048
C22 0.48434 -5.66149 0.35121
C23 0.00569 -5.82756 -0.94186
C24 -0.32217 -4.71466 -1.68035
C25 -0.45736 -3.61032 -0.88870
H24 -0.79895 -2.74497 -1.40888
H25 -0.84385 -4.80008 -2.37677
H26 -0.03173 -6.90710 -1.42368
H27 0.76120 -6.55360 0.99875
H28 0.85617 -4.24098 2.01749
H29 0.78543 -1.97870 2.08591
H30 -1.02147 -1.90526 1.26841
C26 2.55246 -1.57820 0.11212
H31 3.46901 -1.34003 -0.57571
H32 2.04872 -2.62417 -0.08003
H33 2.72287 -1.58224 1.12447

Cartesian forces (eV/Å) of the 3 atoms listed first:
C 1.197 -0.699 -4.654
H -1.079 -0.382 0.577
H -0.447 -2.337 1.818


C3H2NiO3 | wB97M-V/def2-TZVPD

Output
- expectation value of S² = 3.754
- Kohn-Sham gap (alpha / beta) (eV) = 6.622 / 8.316
- multiplicity = 4
- E_tot (eV) = -50315.625
- net charge = +1

Cartesian coordinates (Å):
C1 -0.66652 -0.02844 0.54125
C2 0.14034 0.47110 -0.48251
O1 0.35348 -0.48227 -1.59911
C3 1.53136 -0.64798 -1.28499
O2 2.56651 -1.15291 -1.28673
O3 -1.18723 0.72395 1.40482
H1 -0.77679 -1.12408 0.61056
H2 0.22657 1.51311 -0.78384
Ni1 -2.18774 0.72753 2.88056

Cartesian forces (eV/Å) of the 3 atoms listed first:
C 1.368 -0.457 -1.354
C -0.717 0.493 1.235
O 0.028 -0.019 -0.719


C6H16N2 | wB97M-V/def2-TZVPD

Output
- Kohn-Sham gap (eV) = 8.695
- E_tot (eV) = -9460.520
- SMILES string = N/C=C/N.CCCC

Cartesian coordinates (Å):
C1 1.07057 2.75010 -1.88452
C2 1.33988 1.70431 -1.04509
N1 1.42111 1.78962 0.33047
N2 0.86987 2.50443 -3.28685
H1 1.04980 3.76677 -1.41020
H2 1.55064 0.75160 -1.52719
H3 1.45618 0.91183 0.88859
H4 0.83116 2.54681 0.73062
H5 1.70408 2.74659 -3.83123
H6 0.03500 3.04225 -3.60821
C3 -2.19419 -1.71983 2.50954
C4 0.58075 -1.43663 -0.38343
C5 -0.10911 -1.29236 0.96414
C6 -1.48608 -1.98957 1.10381
H7 -1.59114 -2.05736 3.36048
H8 -3.11061 -2.31757 2.43910
H9 -2.54371 -0.69197 2.64306
H10 1.64101 -1.07788 -0.41644
H11 0.06466 -0.84475 -1.14921
H12 0.70331 -2.46500 -0.76572
H13 -0.27127 -0.22435 1.22800
H14 0.55741 -1.60034 1.77740
H15 -2.23281 -1.71732 0.33498
H16 -1.33651 -3.07937 0.99792

Cartesian forces (eV/Å) of the 3 atoms listed first:
C 0.450 -0.825 1.851
C -0.359 1.150 -1.684
N -0.323 0.075 1.208


- Number 3 is which compound?
  C3H2NiO3


- Which value of E_tot does entry 3 give?
  -50315.625 eV